(1)
Molecular formula: C67H144N8O8
Method: DFT, the ωB97M-V functional and the def2-TZVPD basis

Structure (SMILES): CC1(C)CCCC(C)(C)N1O.CC1(C)CCCC(C)(C)N1O.CC1(C)CCCC(C)(C)N1O.CC1(C)CCCC(C)(C)N1O.CC1(C)CCCC(C)(C)N1O.CC1(C)CCCC(C)(C)N1O.CC1(C)CCCC(C)(C)N1O.COC[C@H](C)N
DFT total energy, eV: -100102.64843
Gap between HOMO and LUMO, eV: 8.3
Highest occupied orbital energy, eV: -7.8
Lowest unoccupied orbital energy, Ha: 0.0173

```
! wB97M-V def2-TZVPD RIJCOSX def2/J DEFGRID3
* xyz 0 1
O 0.5834 2.4223 8.5259
O 2.5383 -4.3643 1.5153
O -1.6922 2.0690 2.3155
O -1.7367 -5.9992 1.4529
O 3.9440 0.5433 -3.5438
O -0.8818 -1.7923 -5.1122
O 0.3302 3.1148 -5.9918
O -3.4037 2.4103 -1.1489
N -2.4489 -5.0880 0.7061
N 2.7727 -4.2018 2.8363
N -4.5374 -1.1898 -5.5341
N 0.6736 4.4119 -5.6260
N 1.2005 1.7081 7.5112
N 4.8565 -0.1771 -2.7848
N -1.4913 1.1827 1.2457
N -4.7801 2.2670 -1.0570
C 1.0536 6.0702 -3.8442
C 5.2084 -2.2455 -1.4407
C 1.8649 -4.2802 5.1386
C 3.1401 0.3837 6.6530
C -0.5633 4.2381 -3.4264
C -4.9569 3.5998 1.0695
C -5.3637 1.5218 -2.1801
C 1.6006 1.5527 4.9842
C 1.1628 -5.9825 3.5092
C -2.0403 -5.0648 -0.7114
C 3.9210 -2.9553 4.6676
C -0.5243 -0.8474 -0.6093
C 3.0011 1.0384 5.2210
C 1.9080 6.5117 -6.1724
C -1.9946 -0.1567 1.4760
C -4.5089 -3.6866 0.3179
C -6.8710 1.3089 -1.9193
C -0.5005 -4.7547 -0.7733
C 4.2174 -1.4284 -2.2382
C 5.0469 1.5469 -0.8684
C -2.2225 -1.9329 -4.7163
C 0.8199 4.5938 -4.1546
C -0.2626 0.6573 -0.7671
C -3.5097 -0.0991 1.9198
C 6.5240 1.6193 -2.8410
C -4.2327 -3.7155 -1.2112
C 0.0173 -1.8813 -3.9676
C 2.1218 6.7255 -4.6582
C -2.7395 -3.9376 -1.4880
C -2.8440 0.2770 -6.1989
C -1.1980 -0.8596 2.6187
C -5.4236 3.4520 -0.4209
C -5.0954 2.0948 -3.5840
C 1.9362 3.7295 -3.5536
C 6.0324 -1.3102 -0.4910
C 0.9285 2.2957 6.1814
C -3.1160 -1.2539 -5.8112
C -7.6371 2.5736 -1.5551
C 0.3427 -3.5467 3.3098
C 1.3036 3.8561 6.0361
C -0.2289 1.4962 0.5296
C 1.1025 1.2643 1.2511
C 1.7317 4.9822 -6.5260
C 2.9333 -1.1830 -1.4104
C 2.5439 0.2836 9.0852
C 3.1620 -1.7037 2.6977
C -6.9488 3.1889 -0.3284
C -4.8199 0.0032 -2.0731
C -0.1899 2.9939 0.1067
C 3.1462 4.1694 -6.4827
C -4.6991 -6.1445 1.2169
C 5.6692 0.6817 -1.9109
C 2.6252 -2.9912 5.4171
C -0.6046 2.0398 5.9871
C 3.6912 -3.0850 3.1125
C -1.7631 -1.0185 0.2257
C 6.6943 -0.1747 -1.2272
C -2.3001 -6.3057 -1.4710
C 1.2251 4.8759 -7.9706
C -3.8948 -4.2341 2.5917
C 3.5737 2.3939 8.0826
C -5.0883 4.7462 -1.2133
C 2.5950 1.2189 7.8335
C 1.5053 -4.4794 3.6300
C 3.8288 -2.2811 -3.5155
C -3.8296 -4.8293 1.1946
C 5.0616 -3.3761 2.4541
H 1.8953 3.7939 -2.4662
H 2.4639 -2.0826 -1.0124
H 1.3468 4.3873 6.9869
H 3.4352 -0.2904 9.3387
H -2.6625 -1.0495 -0.3894
H -0.1358 1.7973 8.6429
H 2.0898 -2.1104 5.0625
H 1.6853 2.2253 4.1307
H 1.7659 2.6846 -3.8129
H -0.5703 -3.9739 3.7246
H -1.8849 0.3312 -6.7140
H 1.3989 2.0809 1.9094
H 2.9709 -1.7275 1.6249
H 4.6078 0.9429 -0.0744
H -5.4692 -0.5495 -2.7520
H -3.8966 3.8287 1.1770
H -7.1505 2.3501 0.3379
H -5.4158 4.4203 1.6211
H 3.1114 3.1540 8.7125
H 4.3135 0.4080 -4.4194
H -4.6018 -6.6848 0.2752
H -5.4142 3.1322 -3.6854
H -0.8231 -5.7047 1.4367
H 3.9124 -0.9514 2.9408
H -3.7450 -0.1022 -2.2197
H 2.7459 6.9820 -6.6870
H -0.7555 3.1682 -3.5062
H -5.2584 2.7333 1.6579
H -3.3275 -3.3050 2.6469
H 5.6371 2.3307 -0.3938
H 7.3805 -0.5766 -1.9727
H -0.3079 -2.6075 -3.2226
H 2.9265 -5.2196 1.3173
H -1.1212 1.1136 6.2389
H 4.6993 -2.3065 -4.1710
H 0.9822 -2.2171 -4.3476
H 0.2381 -0.9389 -3.4665
H -1.0616 1.0994 -1.3622
H -4.7034 -0.8851 -4.5856
H -2.3939 -1.3479 -3.8127
H 7.2523 0.3902 -0.4805
H 2.6879 -2.8459 6.4955
H -4.2197 -6.8423 1.9035
H -3.8853 -1.1199 1.9916
H -1.0470 -0.3121 3.5490
H -5.3329 4.7071 -2.2748
H 2.2532 -0.6611 -2.0835
H 4.5502 -3.7400 5.0876
H 0.4558 -2.5897 3.8191
H -4.2059 -2.6989 0.6655
H 2.9955 -1.8113 -4.0380
H 7.1943 1.1246 -3.5439
H 3.7775 4.5256 -5.6687
H 1.3493 5.7864 -8.5568
H 4.1600 0.0352 6.8151
H -0.4607 3.6922 0.8986
H 2.1904 -1.4678 3.1318
H 2.1518 7.7932 -4.4407
H 3.5310 -3.2889 -3.2261
H -4.1456 0.4671 1.2394
H 0.1754 6.6967 -4.0002
H -5.5695 -3.9051 0.4425
H -4.0250 1.9714 -3.7486
H -5.4879 5.5943 -0.6572
H 0.7402 0.6957 -1.1926
H 1.6719 4.0609 -8.5401
H 3.7322 4.4182 -7.3675
H -4.8563 -4.4930 -1.6524
H 7.1046 2.3267 -2.2488
H 3.1139 -0.5518 -0.5403
H 0.4773 -6.3256 4.2841
H -3.3662 -6.4093 -1.6727
H 4.2079 2.0895 -1.3041
H 0.1354 -5.4124 -0.1807
H -7.7934 3.3272 -2.3270
H -1.0915 2.8144 6.5796
H 6.8605 -1.8855 -0.0772
H 4.8135 -2.9069 -0.6694
H -3.1654 -1.8879 -6.6965
H 2.0091 -6.6666 3.5719
H 0.7938 3.2874 -0.2597
H -4.9084 -2.1235 -5.6374
H 3.8054 2.9769 7.1912
H 5.0424 -3.3083 1.3664
H -0.1671 -4.9060 -1.7999
H -0.8585 2.4828 5.0241
H 1.0653 7.1299 -6.4819
H 2.2350 4.0078 5.4906
H 4.5601 2.1454 8.4740
H 3.1320 0.3666 4.3727
H 2.9867 3.0975 -6.3652
H 0.9797 -4.2884 5.7746
H -2.1790 -3.0177 -1.3215
H 2.4618 -5.0984 5.5414
H 0.2859 -1.3517 -0.0826
H 0.1603 4.6519 -8.0356
H 3.0734 6.2478 -4.4249
H -7.4571 4.0307 0.1418
H -0.9052 3.2033 -0.6886
H 1.1034 2.5826 -5.7907
H 1.7774 -0.4909 9.1129
H -1.7350 -6.2468 -2.4012
H 1.2028 0.2774 1.7028
H 1.0256 0.7117 4.5969
H 0.6962 -6.2089 2.5505
H -0.6683 4.4423 -2.3608
H -1.3466 4.8616 -3.8575
H 6.0417 2.3184 -3.5243
H -3.6754 0.2426 2.9415
H -1.7657 -2.0575 0.5552
H -1.9278 -7.2460 -1.0645
H -0.7248 -1.2632 -1.5967
H 2.9428 3.9629 -3.9005
H -4.0447 5.0432 -1.1092
H -3.3670 -4.9149 3.2596
H 4.2176 -1.9170 4.8160
H -4.5617 -2.8181 -1.7353
H -4.8750 -4.1623 3.0631
H -2.6472 -4.1602 -2.5510
H 2.5842 -0.5536 6.6738
H 2.3228 0.9224 9.9403
H -7.3632 1.0727 -2.8627
H 0.1798 -3.3079 2.2588
H 5.4383 -4.3513 2.7626
H -7.0405 0.4090 -1.3281
H 1.4064 6.1499 -2.8159
H -1.7186 -1.7932 2.8319
H -0.2896 -3.7210 -0.4993
H -3.1419 1.8066 -0.4499
H -2.8240 0.7990 -5.2423
H 5.4310 -1.0129 0.3681
H -8.6238 2.2428 -1.2311
H -3.5453 0.7791 -6.8653
H 5.7978 -2.6576 2.8145
H 3.7483 1.8151 5.0580
H 0.4465 4.2479 5.4883
H -5.7707 -5.9454 1.2063
H -5.4573 1.5682 -4.4671
H -0.1738 -1.1018 2.3351
H 5.7456 -2.9356 -2.0913
H -2.4152 2.6374 2.0400
H -5.0256 -0.3277 -1.0550
H 1.9345 1.1579 0.5550
H -2.4635 -2.9745 -4.5042
*
```

=====

(2)
Molecular formula: C67H148N6O3P
Method: DFT, the ωB97M-V functional and the def2-TZVPD basis

DFT total energy, eV: -96200.91845
Gap between HOMO and LUMO, eV: 10.1
Highest occupied orbital energy, eV: -18.8
Lowest unoccupied orbital energy, Ha: -0.3195

```
! wB97M-V def2-TZVPD RIJCOSX def2/J DEFGRID3
* xyz 5 1
P -4.5527 4.2600 2.4534
O 1.6470 1.2997 0.6948
O 0.7880 0.2228 -0.9521
O 0.8916 -0.6412 0.9640
N 0.6715 -5.7530 -1.9343
N 1.0575 0.3381 0.2689
N 4.7348 -0.5938 -1.5003
N 1.2151 5.0837 -2.3228
N -2.6689 -0.8436 -2.2489
N 2.8379 -2.1632 5.2350
C -7.0582 1.1471 3.3990
C 2.1693 5.1385 -4.7074
C 2.5731 0.2408 9.5764
C -1.1323 4.3856 -1.7424
C -3.1747 5.0611 4.8720
C -1.4115 -1.6525 -2.6449
C -2.1641 5.9760 7.0819
C -0.0600 3.5053 -1.0508
C 1.6293 4.2548 -3.5521
C 0.7730 -2.6083 3.9737
C 6.0362 -1.3590 -1.8886
C 2.6098 4.2400 -5.8923
C -2.2388 0.5942 -2.5741
C -5.2873 6.4821 -0.9603
C 1.8824 -6.1016 -1.0129
C 3.9641 -1.7131 0.5422
C 0.7236 -5.0565 -5.8226
C 0.0276 -4.6227 -1.1448
C 3.0651 -3.5384 4.5414
C -2.9493 -2.2824 2.2008
C -4.0608 -2.3284 1.1313
C 2.0084 6.4074 -2.1571
C -3.9202 5.5330 3.6505
C -0.8110 -0.9149 -3.8075
C 7.1883 -0.4504 -2.4096
C 3.6322 -1.5064 -0.9743
C -2.0374 -9.3481 -2.3699
C -1.1697 1.6731 2.4963
C -2.9287 -0.9567 -0.6857
C 1.9013 -3.6172 3.4715
C 2.2300 -4.8135 -0.3121
C -2.9600 6.2969 5.8662
C 1.2880 -2.1243 5.3542
C -6.1619 -0.0292 3.9822
C -5.1086 -0.4875 -2.9176
C -0.5617 -9.5532 -2.0959
C 5.0349 0.3059 -0.2855
C -0.2738 5.5021 -2.4206
C 3.9882 -0.6530 -3.9581
C -6.3582 2.1098 2.4744
C -2.6571 2.0839 2.7276
C 1.1893 -3.7577 -0.7350
C -1.5158 0.4892 -3.8960
C -0.3321 -6.9244 -1.9714
C 0.0611 -5.1435 -4.4411
C -3.4743 -2.2987 -0.2722
C 4.8151 -0.5748 0.9851
C -6.4183 -1.0179 -3.5236
C 3.4739 -2.1579 6.6692
C -4.5240 5.5606 -0.0125
C 3.2579 -0.9286 4.3873
C 8.4404 -2.3911 -3.4934
C -5.5079 5.1429 1.0980
C 3.2729 -0.7836 7.3379
C 2.8877 5.0750 -7.1412
C -3.8601 -1.3045 -3.1268
C 4.1080 0.1876 -2.6630
C 3.5291 -0.7337 8.8635
C -5.7322 3.2242 3.3241
C 1.1286 -5.5388 -3.3912
C -4.4110 6.8010 -2.1789
C -3.1422 3.2396 1.7760
C 8.5032 -1.2045 -2.5310
C 1.1884 4.4121 -0.9307
C 0.2431 -8.2426 -2.5067
C 3.2632 0.1492 -5.0252
C -0.4338 1.0775 3.7028
H 1.5129 0.1465 9.3417
H 4.2833 -0.9968 4.0238
H 2.7012 -0.9531 -1.0977
H 8.9093 -1.6824 -1.6395
H -6.1642 5.9243 -1.2890
H -0.6851 -5.9222 -4.5986
H 4.2371 1.0451 -0.3575
H 1.7575 -4.6555 -3.2796
H 0.0325 -4.7420 -6.6046
H -4.6635 -3.2313 1.2284
H 3.2197 -0.4269 -5.9495
H -2.4078 3.9256 1.3541
H -6.6784 -0.5699 4.7752
H -7.0952 2.6108 1.8468
H 0.2238 -0.7049 -3.5367
H 4.5798 -0.5037 9.0399
H 3.4611 -1.7774 9.1706
H 5.8832 0.9886 -0.3337
H -2.5132 5.0982 7.6256
H 0.2380 2.6610 -1.6725
H -7.3871 1.6231 4.3227
H -1.2318 -6.5585 -2.4662
H 3.6406 5.7646 -6.7596
H 1.5229 -3.2322 -1.6298
H 9.3000 -0.6168 -2.9868
H -1.7317 3.8542 -2.4817
H -3.3022 6.2811 3.1540
H -2.1952 4.6438 4.6387
H -6.5572 -1.9692 -3.0100
H -1.7972 -2.6592 -2.8057
H 4.0067 -0.1352 6.8592
H 1.2749 -5.9234 -6.1868
H -2.1576 0.5719 -4.7731
H -4.8117 6.0520 4.0025
H 5.7916 -2.2256 -2.5027
H 4.0174 -3.4853 4.0137
H -2.6693 -3.0194 -0.4163
H 4.4963 -2.6115 0.8548
H -3.8417 5.9315 -2.5075
H 1.4201 -4.2257 -5.7105
H 5.0107 -0.7999 -4.3058
H -3.9378 6.6769 6.1621
H -2.3366 -3.1600 1.9947
H -4.0055 -2.3557 -2.8782
H 9.3354 -3.0126 -3.4643
H -0.7624 -1.6199 -1.7698
H 2.5844 -0.8384 3.5350
H 3.0981 -4.2727 5.3463
H -3.6822 2.8482 0.9138
H -6.4003 -1.2209 -4.5944
H -1.4173 0.8335 -1.8989
H 5.7661 -0.9326 1.3796
H -0.1817 -3.1336 4.0003
H -4.9474 0.3971 -3.5337
H -2.9379 1.3952 -2.3338
H 7.3495 0.4139 -1.7653
H 8.2250 -2.0394 -4.5024
H -6.1136 -0.8095 3.2228
H -3.6024 -1.4020 -4.1814
H 3.1755 -0.0031 4.9573
H -3.7275 7.6275 -1.9844
H -0.7103 -4.1524 -1.7947
H -0.3461 -4.2092 -4.0546
H 2.5697 0.0968 10.6569
H -5.1558 0.2371 4.3063
H 3.1392 0.6278 -2.4268
H 2.2484 0.4240 -4.7375
H 2.2181 7.0525 -3.0104
H -4.7174 -1.5201 1.4532
H 2.9894 5.7718 -4.3693
H -4.3762 -2.6687 -0.7598
H 0.6580 -1.7602 3.2988
H -3.5883 -0.1074 -0.5077
H -0.1441 -10.3670 -2.6887
H 2.3171 -0.3878 6.9946
H 1.2800 -8.4247 -2.2243
H 2.8137 1.2789 9.3472
H 0.2548 -8.1453 -3.5923
H -5.9908 6.0018 1.5640
H 0.9658 -2.8550 6.0961
H 0.9674 -1.0949 5.5147
H -1.1539 0.9811 1.6542
H 3.7917 -2.4715 -1.4553
H -3.6136 4.1841 5.3478
H 3.3173 4.6460 -8.0465
H 1.3834 5.8584 -4.9360
H 7.6739 -3.0847 -3.1475
H 0.7914 3.5841 -3.7424
H -5.5874 1.7334 1.8019
H 0.8897 -2.9793 -0.0333
H -3.2895 -2.2508 3.2359
H -1.8360 4.8114 -1.0272
H -1.9800 -0.6733 -0.2300
H -0.5591 5.7300 -3.4476
H -0.4398 3.0437 -0.1393
H -0.8531 0.0755 3.7933
H 1.7055 -6.3808 -3.7737
H -2.7180 2.4826 3.7402
H -4.1085 4.7491 -0.6098
H 3.4982 3.6210 -5.7669
H -2.2909 6.9088 7.6313
H 4.2911 0.0053 1.7447
H -5.0649 7.0653 -3.0100
H 4.5366 -2.3164 6.4862
H 2.0134 5.6656 -7.4146
H -3.1859 1.1341 2.6492
H 2.9841 6.0456 -1.8327
H 2.5218 3.6731 -3.3215
H 3.0599 -2.9983 7.2265
H 1.5795 -4.6426 3.2897
H -0.9920 -1.4889 -4.7162
H -0.4088 6.3666 -1.7707
H -0.7126 -7.0862 -0.9628
H 0.6509 0.9794 3.7456
H 1.6134 -6.9373 -0.3669
H -0.4765 -5.0848 -0.2960
H -7.3335 -0.4404 -3.3929
H -2.6394 -10.2174 -2.1055
H 3.5351 -1.6357 -3.8271
H -0.3718 -9.8078 -1.0532
H -0.8215 1.5835 4.5870
H -1.1230 5.7699 6.8331
H 4.7351 1.0703 -2.7877
H 6.9253 0.0363 -3.3488
H 1.0428 5.2793 -0.2865
H 6.4812 -1.8193 -1.0064
H -6.2295 4.4201 0.7175
H 2.8089 -6.3503 -1.5304
H -3.6731 6.1723 0.2874
H -7.9070 0.7738 2.8260
H -0.7700 1.2508 -4.1238
H -2.3671 -1.3730 2.0524
H -5.3332 2.9255 4.2935
H -2.5274 -8.5601 -1.7980
H -2.0327 -9.1886 -3.4482
H 3.0153 -1.7257 1.0784
H -2.4376 7.0799 5.3165
H 1.7247 3.6869 -6.2066
H -6.5803 3.8566 3.5866
H -0.5628 2.5063 2.1421
H 2.1424 3.9054 -0.7856
H 3.2489 -4.4579 -0.4657
H 3.8311 1.0477 -5.2663
H -5.6944 7.3789 -0.4932
H 2.0146 -5.0558 0.7286
H 1.4621 6.9970 -1.4209
H -5.3010 -0.2569 -1.8698
H 2.3303 -3.2714 2.5310
*
```